1.
Density functional theory data (ωB97M-V with the def2-TZVPD basis set) for C5H10FNO in the gas phase.

Its total energy is -426.3000 Eh. The value obtained for the energy above the lowest of the compared OMol25 structures with the same formula, charge and spin is 37.9 kcal/mol. The SMILES is CC(C)(C)NC(=O)F.

Last column: natural (NBO) charge in e.
Geometry (Å):
C: 0.533 -1.028 -1.014  -0.624
C: 0.354 0.084 -0.028  0.061
C: -0.146 -0.454 1.339  -0.617
C: -0.749 1.128 -0.468  -0.596
N: 1.587 0.857 -0.040  -0.699
C: 3.107 -0.083 -0.017  1.006
O: 3.195 -1.222 -0.275  -0.544
F: 4.020 0.766 0.216  -0.289
H: 1.203 -0.588 -1.915  0.223
H: 1.100 -1.962 -0.544  0.238
H: -0.476 -1.405 -1.442  0.216
H: -0.669 0.481 1.868  0.203
H: 0.518 -1.044 1.865  0.211
H: -0.953 -1.176 1.159  0.216
H: -1.287 0.753 -1.355  0.213
H: -1.504 1.337 0.321  0.202
H: -0.308 2.006 -0.698  0.215
H: 1.695 1.435 0.801  0.367


2.
Density functional theory data (ωB97M-V with the def2-TZVPD basis set) for a molecular structure, C38H40N2O10P2STa.

Its charge is +3. Its total energy is -3470.8034 Eh. The value obtained for the energy above the lowest of the compared OMol25 structures with the same formula, charge and spin is 0.0 kcal/mol.

Last column: Löwdin charge in e.
Geometry (Å):
Ta: 0.232 0.260 1.509  1.879
C: -0.653 2.354 3.995  0.036
O: -0.270 0.993 3.589  -0.296
C: -1.142 0.038 4.277  -0.102
C: -2.307 -0.165 3.343  -0.082
O: -1.643 -0.628 2.120  -0.404
C: -2.047 -1.995 1.742  0.005
H: -0.502 2.408 5.070  0.126
H: -1.689 2.549 3.727  0.116
H: 0.000 3.065 3.510  0.091
H: -1.410 0.404 5.265  0.156
H: -0.575 -0.886 4.391  0.144
H: -2.838 0.752 3.090  0.143
H: -3.022 -0.911 3.680  0.157
H: -1.785 -2.667 2.557  0.117
H: -1.526 -2.272 0.827  0.065
H: -3.121 -1.982 1.575  0.114
O: 0.222 4.243 0.661  0.212
C: 0.706 3.290 1.166  -0.448
O: -0.034 2.112 1.296  -0.274
C: 2.051 3.175 1.779  -0.048
C: 2.707 4.366 2.083  0.122
C: 3.913 4.310 2.739  -0.071
C: 4.487 3.117 3.126  0.132
C: 3.835 1.937 2.817  -0.019
C: 2.629 1.944 2.110  -0.166
O: 2.028 0.785 1.702  -0.238
N: 4.481 0.692 3.272  -0.311
O: 3.777 -0.308 3.347  0.008
O: 5.622 0.758 3.627  0.178
N: 4.616 5.579 3.067  -0.341
O: 4.097 6.591 2.664  0.134
O: 5.634 5.477 3.703  0.142
H: 2.271 5.320 1.815  0.155
H: 5.427 3.107 3.661  0.154
C: -1.414 -0.649 -2.120  -0.468
P: -1.040 0.547 -0.815  0.958
C: 0.021 1.751 -1.629  -0.396
C: 1.405 1.608 -1.516  -0.133
C: 2.254 2.501 -2.150  -0.042
C: 1.718 3.541 -2.901  -0.024
C: 0.343 3.673 -3.034  -0.023
C: -0.511 2.778 -2.404  -0.062
C: -2.597 1.273 -0.254  -0.362
C: -2.730 2.633 0.029  -0.080
C: -3.962 3.138 0.423  -0.032
C: -5.058 2.295 0.548  -0.030
C: -4.929 0.936 0.277  -0.045
C: -3.706 0.427 -0.127  -0.105
P: -0.021 -1.842 -2.502  1.031
C: -0.138 -1.918 -4.311  -0.413
C: -1.275 -1.617 -5.062  -0.113
C: -1.261 -1.763 -6.440  -0.054
C: -0.115 -2.220 -7.079  -0.045
C: 1.020 -2.521 -6.342  -0.054
C: 1.011 -2.364 -4.964  -0.104
C: -0.857 -3.380 -1.952  -0.388
C: -0.451 -3.954 -0.752  -0.167
C: -1.020 -5.131 -0.286  -0.082
C: -1.999 -5.767 -1.037  -0.049
C: -2.397 -5.220 -2.251  -0.038
C: -1.827 -4.040 -2.707  -0.059
H: -1.464 0.036 -2.974  0.062
H: -2.387 -1.126 -2.024  0.061
H: 1.834 0.761 -0.983  0.080
H: 3.327 2.375 -2.082  0.121
H: 2.376 4.242 -3.397  0.127
H: -0.070 4.475 -3.632  0.128
H: -1.582 2.887 -2.523  0.122
H: -1.887 3.305 -0.069  0.090
H: -4.066 4.197 0.618  0.126
H: -6.019 2.697 0.838  0.126
H: -5.788 0.282 0.354  0.123
H: -3.632 -0.627 -0.366  0.096
H: -2.186 -1.268 -4.588  0.101
H: -2.145 -1.526 -7.017  0.118
H: -0.108 -2.336 -8.155  0.120
H: 1.915 -2.868 -6.839  0.118
H: 1.907 -2.584 -4.394  0.098
H: 0.352 -3.468 -0.204  0.042
H: -0.694 -5.589 0.641  0.103
H: -2.430 -6.697 -0.692  0.120
H: -3.142 -5.723 -2.853  0.123
H: -2.131 -3.642 -3.667  0.106
C: 3.293 -2.248 1.032  -0.186
S: 2.160 -2.403 2.398  1.074
C: 1.673 -4.103 2.207  -0.192
O: 0.873 -1.588 1.879  -0.654
H: 2.786 -2.544 0.113  0.076
H: 4.129 -2.915 1.252  0.098
H: 3.646 -1.222 1.012  0.052
H: 2.590 -4.675 2.366  0.097
H: 1.278 -4.279 1.213  0.036
H: 0.960 -4.351 2.991  0.082


3.
Density functional theory data (ωB97M-V with the def2-TZVPD basis set) for a molecular structure, C10H16Cl2CoNOS4Sb.

Its charge is -1. Its total energy is -4656.8722 Eh. The value obtained for the energy above the lowest of the compared OMol25 structures with the same formula, charge and spin is 0.0 kcal/mol. The spin multiplicity is 3.

Last column: Löwdin spin population.
Geometry (Å):
Co: 0.832 -13.780 4.236  1.985
S: 3.124 -15.107 8.442  0.011
Sb: 1.525 -15.887 6.849  0.008
S: 0.058 -14.023 6.202  -0.083
S: 1.913 -15.595 4.297  -0.059
S: -1.120 -13.660 2.750  0.098
C: -0.748 -12.050 3.273  0.009
C: -1.260 -10.880 2.669  0.003
C: -0.761 -9.648 3.105  -0.001
C: 0.258 -9.551 4.031  0.001
C: 0.838 -10.752 4.492  0.001
N: 0.337 -11.955 4.127  0.012
H: -2.107 -10.930 1.925  0.002
H: -1.090 -8.740 2.608  0.000
H: 0.577 -8.603 4.453  0.000
H: 1.675 -10.758 5.157  0.000
C: 5.078 -12.672 6.016  0.000
C: 4.682 -12.175 7.392  0.000
O: 3.515 -11.349 7.345  0.000
C: 2.608 -11.380 8.453  0.000
C: 2.707 -10.154 9.283  0.000
H: 6.150 -12.877 5.974  0.000
H: 4.805 -11.948 5.221  0.000
H: 4.519 -13.559 5.698  0.000
H: 5.492 -11.609 7.920  0.000
H: 4.382 -13.001 8.051  0.000
H: 2.720 -12.355 8.989  0.000
H: 1.630 -11.410 7.943  0.001
H: 3.634 -10.064 9.859  0.000
H: 1.836 -10.034 9.916  0.000
H: 2.742 -9.244 8.640  0.000
Cl: 2.038 -13.083 2.276  0.014
C: 2.410 -14.387 1.033  0.000
Cl: 3.743 -13.787 0.124  0.002
H: 1.511 -14.535 0.454  0.000
H: 2.643 -15.242 1.665  -0.003


4.
Density functional theory data (ωB97M-V with the def2-TZVPD basis set) for 2 unconnected molecules or ions with the total composition C14H16.

Its total energy is -543.0714 Eh. The value obtained for the energy above the lowest of the compared OMol25 structures with the same formula, charge and spin is 0.9 kcal/mol. The SMILES is Cc1ccccc1.Cc1ccccc1.

Last column: natural (NBO) charge in e.
Geometry (Å):
C: 4.856 -1.075 0.987  -0.631
C: 3.496 -1.326 0.385  -0.020
C: 3.157 -0.802 -0.858  -0.224
C: 1.909 -1.043 -1.417  -0.199
C: 0.977 -1.812 -0.734  -0.233
C: 1.303 -2.341 0.504  -0.220
C: 2.551 -2.095 1.057  -0.168
H: 4.816 -1.213 2.067  0.215
H: 5.173 -0.049 0.800  0.217
H: 5.609 -1.746 0.572  0.221
H: 3.870 -0.193 -1.403  0.208
H: 1.669 -0.622 -2.385  0.212
H: 0.005 -1.977 -1.184  0.211
H: 0.576 -2.946 1.033  0.213
H: 2.796 -2.507 2.030  0.200
C: -4.662 0.167 -0.004  -0.630
C: -3.430 1.038 -0.056  -0.005
C: -2.192 0.499 -0.395  -0.239
C: -1.057 1.298 -0.455  -0.151
C: -1.151 2.653 -0.181  -0.232
C: -2.376 3.206 0.157  -0.208
C: -3.505 2.398 0.216  -0.222
H: -4.553 -0.676 -0.686  0.214
H: -5.539 0.740 -0.304  0.215
H: -4.837 -0.229 0.997  0.220
H: -2.115 -0.561 -0.606  0.203
H: -0.122 0.832 -0.740  0.208
H: -0.273 3.283 -0.240  0.209
H: -2.487 4.263 0.367  0.211
H: -4.464 2.835 0.477  0.206


5.
Density functional theory data (ωB97M-V with the def2-TZVPD basis set) for 3 unconnected molecules or ions with the total composition C32H57BrClF8N3O4P.

Its charge is +1. Its total energy is -5892.8196 Eh.

Last column: Löwdin charge in e.
Geometry (Å):
C: 7.326 1.632 0.242  -0.102
C: 7.006 0.877 -1.057  -0.241
C: 6.429 -0.527 -0.802  -0.200
C: 4.992 -0.737 -1.291  -0.174
C: 4.044 0.460 -1.074  -0.158
C: 2.735 0.064 -0.375  -0.108
N: 2.150 1.136 0.478  0.057
C: 1.131 1.877 -0.042  -0.203
P: 0.470 1.584 -1.759  0.962
C: -0.174 -0.130 -1.829  -0.255
C: 1.753 1.870 -3.035  -0.256
C: 0.510 2.891 0.731  -0.134
C: -0.549 3.772 0.096  -0.636
Cl: 0.165 4.694 -1.286  0.661
C: -1.881 3.094 -0.266  -0.262
C: -2.216 1.937 0.686  -0.068
C: 0.914 3.061 2.080  -0.020
C: 0.254 4.026 3.093  -0.443
F: -0.943 4.500 2.716  0.124
F: -0.043 3.362 4.229  0.061
C: 1.158 5.269 3.423  -0.328
F: 2.232 5.275 2.617  0.089
F: 0.461 6.386 3.180  0.116
C: 2.007 2.296 2.546  -0.412
Br: 2.642 2.571 4.311  1.098
C: 2.633 1.343 1.733  -0.061
C: 3.815 0.553 2.332  -0.432
F: 4.747 1.399 2.781  0.097
F: 4.475 -0.215 1.449  0.108
C: 3.330 -0.435 3.471  -0.348
F: 3.311 -1.675 2.972  0.118
F: 4.205 -0.390 4.476  0.115
H: 6.488 2.232 0.595  0.056
H: 7.603 0.948 1.040  0.072
H: 8.167 2.308 0.112  0.070
H: 7.944 0.814 -1.600  0.103
H: 6.348 1.492 -1.667  0.098
H: 6.557 -0.798 0.241  0.094
H: 7.048 -1.234 -1.352  0.110
H: 4.571 -1.635 -0.842  0.112
H: 5.048 -0.919 -2.361  0.115
H: 3.837 0.909 -2.036  0.079
H: 4.509 1.240 -0.473  0.105
H: 2.877 -0.806 0.250  0.128
H: 2.027 -0.264 -1.124  0.081
H: -0.053 -0.620 -0.862  0.049
H: -1.235 -0.147 -2.049  0.048
H: 0.361 -0.749 -2.547  0.017
H: 2.206 0.931 -3.356  0.038
H: 1.262 2.330 -3.882  0.044
H: 2.547 2.509 -2.664  0.045
H: -0.822 4.591 0.715  0.071
H: -1.881 2.790 -1.305  0.064
H: -2.654 3.854 -0.181  0.117
H: -1.708 1.030 0.367  0.066
H: -3.285 1.797 0.699  0.076
H: -1.934 2.208 1.698  0.063
H: 1.426 5.282 4.475  0.154
H: 2.336 -0.173 3.823  0.139
C: -8.502 0.466 5.182  -0.112
O: -7.472 1.092 5.925  -0.197
C: -6.729 0.203 6.751  -0.216
C: -5.298 0.108 6.269  -0.213
N: -5.222 -0.596 4.993  -0.048
C: -3.914 -0.546 4.357  -0.201
C: -3.405 0.813 3.887  -0.230
O: -4.150 1.374 2.821  -0.220
C: -5.270 2.157 3.215  -0.078
H: -9.061 1.250 4.675  0.089
H: -8.099 -0.221 4.429  0.081
H: -9.185 -0.082 5.837  0.090
H: -7.194 -0.785 6.789  0.124
H: -6.732 0.615 7.763  0.123
H: -4.704 -0.435 7.010  0.124
H: -4.906 1.132 6.200  0.107
H: -5.905 -0.196 4.362  0.073
H: -3.956 -1.203 3.483  0.120
H: -3.176 -0.979 5.041  0.119
H: -2.393 0.658 3.494  0.108
H: -3.311 1.533 4.709  0.113
H: -5.100 2.657 4.171  0.093
H: -6.181 1.557 3.275  0.076
H: -5.426 2.916 2.447  0.089
C: 0.409 -3.948 -8.613  -0.114
O: -0.791 -4.077 -7.873  -0.199
C: -1.100 -5.415 -7.499  -0.214
C: -1.036 -5.573 -5.996  -0.214
N: 0.339 -5.480 -5.521  -0.049
C: 0.470 -5.409 -4.070  -0.200
C: -0.091 -4.177 -3.367  -0.221
O: 0.595 -2.970 -3.677  -0.205
C: 0.119 -2.298 -4.834  -0.098
H: 0.488 -2.909 -8.929  0.088
H: 1.288 -4.199 -8.008  0.080
H: 0.395 -4.583 -9.503  0.090
H: -0.436 -6.128 -7.995  0.124
H: -2.122 -5.621 -7.831  0.124
H: -1.443 -6.549 -5.719  0.126
H: -1.679 -4.798 -5.557  0.107
H: 0.767 -4.657 -5.926  0.070
H: 1.537 -5.463 -3.841  0.119
H: 0.008 -6.299 -3.634  0.121
H: 0.045 -4.328 -2.293  0.119
H: -1.167 -4.056 -3.529  0.112
H: -0.950 -2.451 -4.993  0.096
H: 0.671 -2.610 -5.723  0.077
H: 0.301 -1.230 -4.696  0.070


6.
Density functional theory data (ωB97M-V with the def2-TZVPD basis set) for 2 unconnected molecules or ions with the total composition C2H9N3O.

Its total energy is -321.1042 Eh. The value obtained for the energy above the lowest of the compared OMol25 structures with the same formula, charge and spin is 17.3 kcal/mol. The SMILES is NC=O.NCN.

Last column: natural (NBO) charge in e.
Geometry (Å):
N: 4.994 1.899 -0.943  -0.826
C: 3.636 1.887 -0.978  0.526
O: 2.993 1.976 -1.992  -0.590
H: 5.508 2.085 -0.096  0.391
H: 5.498 2.037 -1.802  0.396
H: 3.204 1.739 0.027  0.103
N: -3.454 -0.337 0.944  -0.844
C: -2.519 -1.440 0.971  -0.055
N: -2.443 -2.173 -0.269  -0.821
H: -3.439 0.212 1.796  0.357
H: -4.379 -0.765 0.903  0.342
H: -1.524 -1.062 1.197  0.172
H: -2.693 -2.128 1.808  0.145
H: -3.377 -2.363 -0.618  0.346
H: -2.005 -1.566 -0.948  0.357


7.
Density functional theory data (ωB97M-V with the def2-TZVPD basis set) for a gas-phase ion, C3H7N4 (charge +1).

Its charge is +1. Its total energy is -337.1091 Eh. The value obtained for the energy above the lowest of the compared OMol25 structures with the same formula, charge and spin is 122.4 kcal/mol.

Last column: natural (NBO) charge in e.
Geometry (Å):
C: -0.873 -1.169 -0.023  0.076
C: -0.137 1.018 0.031  0.590
C: 1.538 -0.745 -0.007  -0.421
N: -2.436 0.528 -0.016  -0.097
N: -2.100 -0.679 0.007  -0.276
N: 0.167 -0.234 0.000  -0.398
N: 0.433 2.175 -0.007  -0.767
H: -0.670 -2.219 0.040  0.240
H: 1.915 -0.760 -1.028  0.237
H: 2.166 -0.105 0.608  0.230
H: 1.560 -1.752 0.398  0.244
H: -2.862 -1.367 0.082  0.459
H: -0.126 3.011 0.103  0.457
H: 1.424 2.297 -0.190  0.427


One value per record, in order, for F_max: 0.124 0.030 0.053 0.007 0.043 0.024 0.098 Eh/bohr.